No. 1
This record from the Open Molecules 2025 dataset describes 2 unconnected molecules or ions with the total composition C5H13NO at a distorted geometry. The level of theory is wB97M-V/def2-TZVPD.

The gap between HOMO and LUMO is 9.391 eV. The SMILES is C1CCNCC1.O. As for the energy relative to the best compared isomer or geometry (same formula, charge and spin): 99.2 kJ/mol. The value obtained for the total energy is -8932.983 eV. The value obtained for the lowest unoccupied orbital energy is 0.70 eV. As for the charge: 0. The molar mass comes out at 103.16 g/mol.

Last column: natural (NBO) charge in e.
Positions of all 20 atoms, in Å:
N1 -1.02 0.48 -0.69  -0.629
C1 -1.57 -0.87 -0.80  -0.224
C2 0.26 0.49 -0.03  -0.225
C3 -1.71 -1.45 0.64  -0.413
C4 0.23 -0.11 1.37  -0.414
C5 -0.44 -1.52 1.46  -0.396
H1 -0.94 0.88 -1.63  0.357
H2 -2.56 -0.81 -1.29  0.202
H3 -0.90 -1.46 -1.46  0.157
H4 0.67 1.51 0.09  0.205
H5 0.94 -0.08 -0.69  0.145
H6 -2.45 -0.84 1.20  0.208
H7 -2.08 -2.49 0.63  0.205
H8 1.22 -0.26 1.83  0.212
H9 -0.32 0.64 1.97  0.202
H10 0.31 -2.26 1.12  0.195
H11 -0.80 -1.84 2.46  0.211
O1 3.64 3.57 -1.75  -0.940
H12 3.06 2.86 -2.12  0.470
H13 4.45 3.55 -2.31  0.470

=====

No. 2
This record from the Open Molecules 2025 dataset describes a molecular structure, C6H12N2O2 at a distorted geometry. The level of theory is wB97M-V/def2-TZVPD.

The gap between HOMO and LUMO is 9.613 eV. As for the energy relative to the best compared isomer or geometry (same formula, charge and spin): 499.2 kJ/mol. The value obtained for the total energy is -13487.252 eV. The value obtained for the lowest unoccupied orbital energy is 0.63 eV. As for the charge: 0. The molar mass comes out at 144.17 g/mol.

Last column: natural (NBO) charge in e.
Positions of all 22 atoms, in Å:
O1 1.83 0.62 2.81  -0.709
C1 2.12 1.50 1.77  0.077
C2 2.50 0.94 0.42  -0.489
C3 1.13 1.56 0.65  -0.062
N1 -0.05 0.74 0.73  -0.615
C4 -0.52 0.27 -0.57  -0.197
C5 -1.85 -0.45 -0.43  -0.517
C6 -2.28 -1.11 -1.68  0.470
N2 -2.99 -1.11 -2.65  -0.508
H1 2.63 0.15 3.06  0.477
H2 2.58 2.44 2.08  0.178
H3 3.23 1.48 -0.18  0.223
H4 2.53 -0.15 0.35  0.219
H5 0.95 2.54 0.21  0.205
H6 0.12 -0.04 1.36  0.373
H7 -0.64 1.15 -1.22  0.201
H8 0.22 -0.39 -1.05  0.178
H9 -1.78 -1.23 0.35  0.235
H10 -2.64 0.26 -0.12  0.264
O2 -2.03 -3.15 -1.98  -1.020
H11 -2.22 -3.40 -1.05  0.476
H12 -2.82 -2.63 -2.84  0.539